[1]
Here is a cluster of 10 separate species, C24H52Br12N4O4 in total from the OMol25 dataset. Energies are from the ωB97M-V functional and the def2-TZVPD basis.

Positions of all 96 atoms, in Å:
C: 3.889885 0.306985 -3.174111
O: 3.880715 1.383535 -3.870921
N: 3.563715 -0.914175 -3.542111
C: 3.309455 -1.948845 -2.460121
C: 3.432105 -1.363565 -4.971471
H: 3.972315 0.420505 -2.082081
H: 4.215355 -1.905385 -1.855511
H: 3.128175 -2.903265 -2.954401
H: 2.502845 -1.544635 -1.848491
H: 2.421845 -1.757925 -5.080891
H: 3.536325 -0.529325 -5.665211
H: 4.163535 -2.160275 -5.106961
C: 0.751865 1.941155 -5.186061
O: 0.016795 1.638145 -6.119241
N: 0.541785 1.636295 -3.854311
C: 1.153605 2.267175 -2.683471
C: -0.448675 0.627825 -3.539881
H: 1.671165 2.539755 -5.279611
H: 1.902755 3.002835 -2.976181
H: 1.611135 1.457735 -2.114641
H: 0.328635 2.733905 -2.145251
H: -0.345295 0.165105 -2.558401
H: -1.470495 0.997325 -3.453571
H: -0.595125 -0.185125 -4.251051
C: -0.469115 -0.322855 0.490629
O: -1.611585 0.087015 0.521739
N: 0.594775 0.210995 1.065579
C: 1.837645 -0.447155 0.885189
C: 0.633485 1.632815 1.524619
H: -0.309065 -1.272365 -0.043241
H: 1.802055 -1.536245 0.858649
H: 2.513455 -0.186425 1.699679
H: 2.252355 -0.192835 -0.090231
H: 1.024165 2.393445 0.848659
H: -0.389845 1.871355 1.814449
H: 1.284545 1.735345 2.392779
C: -0.410225 -4.213175 -0.338251
O: 0.423755 -3.397075 -0.637401
N: -1.714485 -4.155735 -0.750881
C: -2.750005 -5.177365 -0.454851
C: -2.243815 -2.961575 -1.591631
H: -0.229425 -5.070475 0.328499
H: -2.345775 -5.956025 0.191979
H: -3.256435 -5.735145 -1.242591
H: -3.480355 -4.640395 0.150399
H: -2.596445 -3.482795 -2.481631
H: -3.163555 -2.533395 -1.193081
H: -1.551685 -2.171755 -1.883611
Br: -3.044245 0.638315 5.378049
C: -1.205475 0.715595 4.717349
C: -0.480635 1.695335 5.593689
Br: 1.496465 1.710725 5.090509
H: -1.275285 0.969185 3.659559
H: -0.672965 -0.235455 4.712249
H: -0.557675 1.514945 6.665899
H: -0.959185 2.672045 5.522139
Br: -5.332365 -2.329225 0.542359
C: -6.111285 -0.561085 1.139409
C: -5.072085 0.026175 2.160379
Br: -5.940005 1.569575 3.072759
H: -7.067255 -0.737125 1.632589
H: -6.375945 -0.021405 0.230119
H: -4.189375 0.365955 1.618639
H: -4.803015 -0.587125 3.020359
Br: 5.039135 -4.875765 -1.336831
C: 3.937325 -4.704135 0.315109
C: 4.880575 -4.768835 1.545719
Br: 5.779055 -2.988605 2.011599
H: 3.214055 -5.515315 0.231599
H: 3.447955 -3.731145 0.358879
H: 5.562825 -5.616415 1.480559
H: 4.331205 -4.962735 2.466959
Br: -5.645185 0.721065 -2.891811
C: -4.039635 1.763965 -3.351451
C: -3.412215 1.969885 -1.992981
Br: -1.941505 3.345615 -1.859171
H: -4.194525 2.651765 -3.964561
H: -3.333985 1.224305 -3.983061
H: -3.183445 1.000575 -1.550041
H: -4.115825 2.456845 -1.317771
Br: 3.547035 3.244455 1.864809
C: 5.131125 2.012755 1.952969
C: 4.927735 0.793675 2.871229
Br: 6.620195 -0.044055 3.366879
H: 5.977725 2.555345 2.373639
H: 5.366255 1.804485 0.909209
H: 4.365805 -0.018725 2.410419
H: 4.449915 1.196475 3.764279
Br: -2.668095 3.430655 1.939479
C: -3.854995 4.848565 2.527809
C: -3.148785 5.759615 3.493739
Br: -4.262955 7.310105 4.003779
H: -4.709295 4.419675 3.051559
H: -4.206255 5.456095 1.693779
H: -2.247265 6.263205 3.144779
H: -3.002445 5.206265 4.421359

Force components x, y, z for each atom (eV/Å):
-1.109 3.512 -1.145
0.133 -2.940 1.198
-0.215 -1.270 -0.940
0.877 1.979 -0.922
-0.319 0.424 1.485
0.408 -0.201 0.049
-0.088 -0.792 0.107
-0.036 0.127 0.512
-0.327 -0.723 -0.105
0.034 -0.210 -0.128
0.374 -0.077 0.250
-0.060 0.152 -0.379
0.653 1.276 -2.248
0.885 -0.062 2.212
-1.755 -1.788 1.678
0.628 -0.034 -1.518
-0.686 -0.998 0.365
-0.139 -0.074 -0.287
-0.028 -0.187 -0.081
-0.076 0.108 0.247
-0.161 -0.108 0.300
0.746 0.335 0.131
0.008 0.990 -0.198
0.725 0.316 -0.524
-1.195 -1.092 -0.445
-0.839 1.052 -0.060
0.591 1.780 0.449
1.302 -0.549 -0.255
-0.703 -0.938 0.663
0.629 -0.118 0.204
-0.613 -0.043 0.205
0.007 0.161 -0.258
0.610 0.377 -0.015
-0.194 -0.472 -0.758
0.175 0.195 -0.091
-0.283 -0.415 0.004
-2.328 -0.623 -0.198
1.138 0.845 -0.122
-0.362 1.246 -1.056
0.568 0.702 1.407
-0.197 -2.322 -0.009
0.126 -0.094 -0.116
0.329 0.154 0.074
0.394 0.651 -0.683
-0.401 -0.303 -0.100
0.157 0.315 -0.454
0.357 -0.006 0.684
0.355 -0.503 0.514
0.375 -0.277 -0.147
0.395 -0.435 -0.213
0.223 0.647 0.021
-1.435 0.199 0.516
-0.036 0.528 0.237
-0.587 -0.315 0.471
0.421 -0.713 -0.198
0.680 0.328 -0.577
-0.623 0.888 0.254
0.596 -0.678 1.284
-1.100 0.558 -1.013
0.219 -0.265 -0.526
0.234 -0.486 0.090
0.808 0.294 0.176
0.013 0.148 0.312
-0.190 -0.375 -0.575
-0.496 0.220 0.571
1.369 0.520 0.551
-0.613 0.030 0.184
-0.657 -1.661 -0.781
0.197 0.076 0.347
-0.127 -0.176 -0.567
0.549 0.603 -0.218
-0.339 0.217 -0.176
0.550 0.365 -0.745
0.967 0.101 -0.091
-0.759 0.966 0.799
-0.688 -0.797 -0.374
-0.829 0.175 0.605
-0.481 -0.775 -0.022
0.791 0.277 0.136
-0.023 -0.162 -0.105
1.105 -0.645 0.231
0.492 -0.138 0.075
-0.415 0.634 -0.544
-0.159 0.537 -0.071
-0.351 0.450 -0.119
-0.130 -0.253 0.201
-0.071 0.279 0.200
0.073 -0.560 0.145
-0.219 0.102 -0.017
-0.489 1.059 0.180
0.135 0.328 0.817
-0.054 -0.481 -0.208
0.112 -0.294 -0.333
0.101 -0.517 -0.298
-0.017 -0.574 -0.100
0.388 0.296 -0.027

The frontier orbital gap (spin up / spin down) is 8.968 / 3.982 eV. The net charge is +1. The multiplicity is 2. As for the expectation value of S²: 0.77. Its electronic energy is -880381.8339 eV.

Results of the Mulliken charge analysis, in e, for atoms 1 through 4:
1. C -0.23
2. O -0.68
3. N 0.21
4. C -0.76

***

[2]
Here is a cluster of 11 separate species, C24H52Br20NOP in total from the OMol25 dataset. Energies are from the ωB97M-V functional and the def2-TZVPD basis.

Positions of all 99 atoms, in Å:
C: -2.724870 -4.105092 0.943412
O: -3.848256 -3.129909 0.940947
C: -3.556594 -2.016878 -0.020346
C: -2.194362 -1.187487 0.357553
C: -0.953761 -1.392398 -0.722499
P: 0.379443 -0.069004 -0.206733
N: 0.854080 -0.368443 1.485425
H: -1.969618 -3.932402 1.850465
H: -2.153514 -4.176332 -0.075312
H: -3.235917 -5.164510 1.145542
H: -4.462435 -1.252659 0.122783
H: -3.624277 -2.391427 -1.126778
H: -1.762762 -1.457888 1.411058
H: -2.416197 -0.014693 0.354694
H: -1.311713 -1.221174 -1.847787
H: -0.490820 -2.475555 -0.657642
H: -0.350266 1.172840 -0.195977
H: 0.690553 0.519390 2.038934
H: 1.854107 -0.664858 1.578804
Br: -0.762980 0.833203 -3.177770
C: 0.608461 1.010931 -4.552940
C: 1.065706 -0.341637 -5.047603
Br: 2.267706 -1.192012 -3.768533
H: 1.415249 1.611650 -4.123746
H: 0.131070 1.575068 -5.359090
H: 1.653084 -0.238608 -5.964304
H: 0.242795 -1.039776 -5.225103
Br: -2.277115 2.959909 -6.668404
C: -2.114996 4.818754 -6.101002
C: -0.672538 5.188719 -5.844778
Br: -0.052180 4.473399 -4.139657
H: -2.757124 4.942350 -5.224433
H: -2.522122 5.405249 -6.929435
H: -0.562685 6.273065 -5.754817
H: 0.012972 4.821011 -6.613513
Br: 1.099558 3.274240 2.802371
C: -0.194651 3.223196 4.260435
C: 0.253846 2.285872 5.357468
Br: -0.034807 0.423133 4.856625
H: -1.158578 2.949229 3.822529
H: -0.247583 4.251312 4.629498
H: -0.345817 2.433601 6.259992
H: 1.313127 2.388121 5.609576
Br: -1.654706 -5.847583 -1.966590
C: -0.625329 -7.402348 -1.395080
C: -1.044055 -7.859251 -0.016996
Br: -0.309734 -6.696449 1.365981
H: 0.431131 -7.127004 -1.458752
H: -0.840217 -8.174533 -2.139112
H: -0.637738 -8.851011 0.200464
H: -2.128503 -7.876893 0.123536
Br: 5.196759 -0.260838 2.560884
C: 4.011479 0.978679 3.489452
C: 4.377245 1.094331 4.950975
Br: 3.762525 -0.458827 5.957842
H: 2.989089 0.627351 3.324329
H: 4.147909 1.937201 2.980872
H: 3.870557 1.948477 5.408871
H: 5.453748 1.180860 5.123436
Br: -2.114908 5.590173 1.146868
C: -0.383339 6.473221 1.306333
C: -0.321942 7.337528 2.544240
Br: -1.300263 9.005548 2.290162
H: -0.222433 7.030633 0.379307
H: 0.345660 5.660271 1.367189
H: 0.707967 7.641028 2.751952
H: -0.739812 6.854475 3.432008
Br: 1.993706 7.825204 -4.006117
C: 3.804190 7.287431 -4.492412
C: 4.131765 5.915711 -3.949932
Br: 4.521143 5.986059 -2.040115
H: 4.477720 8.069458 -4.130794
H: 3.814984 7.282214 -5.585979
H: 5.043371 5.526059 -4.411577
H: 3.323440 5.191406 -4.084394
Br: 2.874409 -10.576272 -0.022279
C: 2.393334 -10.016006 1.782769
C: 1.860611 -11.175679 2.591826
Br: 0.024843 -11.602552 2.090131
H: 1.680330 -9.192884 1.682405
H: 3.321249 -9.635594 2.218995
H: 1.811970 -10.915507 3.652916
H: 2.445219 -12.092358 2.473415
Br: -4.311694 14.236504 3.598872
C: -3.723629 12.453612 3.070658
C: -3.641295 11.529084 4.262999
Br: -2.045503 11.887362 5.325565
H: -2.770692 12.573436 2.547656
H: -4.479820 12.103164 2.362568
H: -3.539221 10.489674 3.938689
H: -4.498715 11.612341 4.936783
Br: -2.411368 -11.515200 -0.777974
C: -1.039927 -11.337471 -2.153145
C: -0.582682 -12.690040 -2.647808
Br: 0.619317 -13.540414 -1.368737
H: -0.233139 -10.736753 -1.723950
H: -1.517319 -10.773334 -2.959296
H: 0.004695 -12.587010 -3.564509
H: -1.405594 -13.388179 -2.825309

Force components x, y, z for each atom (eV/Å):
-0.375 -1.159 0.757
2.338 0.430 -1.815
-0.962 1.024 1.114
0.412 0.140 -0.967
-1.285 -0.007 0.904
1.462 -1.137 -1.123
-0.435 1.348 0.137
-1.574 -0.088 -2.052
-1.168 0.427 2.111
1.153 2.260 -0.480
1.851 -1.827 -0.270
0.529 0.531 1.984
-1.115 0.417 -1.914
0.263 -2.599 0.044
0.886 -0.364 2.739
-0.798 2.220 -0.005
-0.189 -0.789 0.640
0.338 -1.658 -0.625
-1.334 0.605 -0.439
0.112 0.375 -0.529
-0.201 0.082 -0.129
0.249 -0.081 -0.038
-0.143 -0.028 -0.069
-0.164 -0.254 -0.088
0.070 -0.113 0.119
-0.137 0.065 0.147
0.150 0.257 0.089
-0.023 0.058 0.104
-0.092 -0.019 -0.226
0.103 0.229 0.189
-0.010 0.001 -0.134
0.266 -0.035 -0.168
0.134 -0.070 0.146
-0.056 -0.167 -0.031
-0.273 0.047 0.151
-0.069 -0.074 -0.011
-0.016 0.253 0.085
-0.180 -0.258 0.173
0.111 0.197 -0.009
0.271 -0.006 0.124
0.020 -0.190 -0.017
0.090 0.071 -0.195
-0.258 0.043 -0.115
0.205 -0.213 -0.240
-0.105 -0.042 -0.179
0.144 -0.141 0.127
-0.041 -0.061 -0.060
-0.268 -0.078 0.118
0.009 0.083 0.181
-0.074 0.096 -0.072
0.283 0.029 -0.120
-0.150 -0.003 0.034
0.162 0.119 -0.203
-0.175 0.007 0.175
0.127 0.078 -0.026
0.231 0.092 0.176
-0.033 -0.146 0.148
0.076 -0.098 -0.153
-0.277 -0.036 -0.150
0.100 0.059 -0.017
0.046 -0.240 -0.053
0.181 0.155 -0.011
-0.020 -0.075 0.078
-0.064 -0.046 0.302
-0.132 0.189 0.055
-0.163 -0.085 -0.089
0.054 0.064 -0.293
0.121 0.089 0.021
-0.134 0.033 -0.220
0.233 -0.103 0.067
-0.106 -0.047 -0.093
-0.151 -0.279 -0.024
0.028 -0.063 0.196
-0.157 0.129 0.040
0.118 0.272 0.014
-0.123 0.107 0.017
0.246 0.054 0.012
-0.203 0.002 0.225
0.168 0.020 -0.047
0.109 -0.238 0.090
-0.180 -0.097 -0.033
0.064 0.030 -0.206
-0.103 0.290 -0.053
0.109 -0.058 -0.055
-0.234 0.062 -0.113
0.164 -0.222 0.029
-0.145 0.003 0.002
-0.197 -0.082 0.227
0.130 -0.003 0.165
-0.009 0.189 -0.017
0.203 0.080 -0.238
0.077 0.080 -0.047
-0.237 0.111 -0.070
0.295 -0.102 -0.068
-0.171 -0.037 -0.115
-0.073 -0.271 -0.066
0.078 -0.151 0.078
-0.133 0.063 0.154
0.147 0.275 0.092

The frontier orbital gap is 7.384 eV. The net charge is 0. Its SMILES is COCCCPN.BrCCBr.BrCCBr.BrCCBr.BrCCBr.BrCCBr.BrCCBr.BrCCBr.BrCCBr.BrCCBr.BrCCBr. Its electronic energy is -1439405.8468 eV.

Results of the Mulliken charge analysis, in e, for atoms 1 through 4:
1. C -0.03
2. O -0.45
3. C -0.38
4. C -0.35